Record 1
Below is an isolated molecule of C5H3Cl3F2N2 at a distorted geometry, with properties calculated with ωB97M-V/def2-TZVPD.

As for the lowest unoccupied orbital energy: -0.44 eV. The calculation puts the HOMO energy at -9.79 eV. As for the electronic energy: -51212.8845 eV. As for the HOMO-LUMO gap: 9.34 eV.

Geometry (Å):
N: -1.441 -0.293 -1.455
C: -2.124 -0.439 -0.161
C: 2.036 0.281 0.378
Cl: 2.952 -1.083 -0.425
N: -1.719 0.595 0.729
Cl: 2.310 1.705 -0.553
Cl: 0.397 -1.735 0.979
C: -0.484 0.780 0.965
F: -0.043 1.916 1.489
F: -3.518 -0.303 -0.335
C: -0.222 -0.213 -1.476
H: 2.613 0.230 1.240
H: -1.947 -1.324 0.444
H: 0.597 -0.048 -2.309
C: 0.592 -0.070 0.490

natural (NBO) atomic charge list, values in e, 8 entries: -0.41 0.41 -0.24 -0.05 -0.45 0.05 0.03 0.59

=====

Record 2
Below is a structure of composition C39H42BrN3O5OsS2 at a distorted geometry, with properties calculated with ωB97M-V/def2-TZVPD.

As for the lowest unoccupied orbital energy: -8.01 eV. For the energy above the lowest of the compared OMol25 structures with the same formula, charge and spin, the calculation gives 0.0 kcal/mol. The net charge is +2. The calculation puts the HOMO energy at -13.77 eV. As for the electronic energy: -149996.3082 eV. As for the HOMO-LUMO gap: 5.76 eV.

Geometry (Å):
H: -1.315 -2.148 4.737
O: -0.771 -1.219 0.035
O: -0.633 0.033 -7.276
H: -1.211 -4.745 -7.506
H: -6.630 -0.197 4.406
H: 5.128 0.110 2.764
C: -6.888 -1.457 2.049
H: -6.975 -0.564 1.424
H: 0.904 5.881 3.550
N: -0.538 -0.379 -6.149
C: -5.639 -1.420 2.929
H: -5.292 -1.396 0.160
O: -0.295 0.315 -5.165
H: -1.123 -5.574 -5.167
C: 0.855 5.475 2.549
H: -4.783 -2.673 4.516
H: -4.874 -0.139 4.540
C: -0.815 -3.628 -4.336
H: -1.377 -0.371 4.740
C: -4.356 -1.365 2.113
H: 8.458 1.384 0.394
C: -0.671 -2.299 -4.631
C: 4.867 -0.013 0.641
H: -0.513 -1.584 -3.831
C: 4.666 -0.124 -1.856
H: -0.048 3.631 3.178
C: -5.609 -2.687 3.804
H: 1.191 -2.468 3.154
C: 2.260 0.432 -1.864
C: -1.011 -4.520 -5.388
H: 3.153 2.856 -0.205
H: 4.298 -1.144 -1.848
H: -7.770 -1.493 2.688
C: -1.892 -1.271 2.128
H: -6.538 -2.749 4.373
H: 7.200 0.857 -1.665
H: 1.726 7.210 1.637
C: 1.315 6.222 1.476
C: -0.917 -2.693 -6.976
H: 1.103 0.115 3.171
C: 6.738 0.706 -0.694
C: 0.704 4.443 -0.024
Br: -3.092 -1.290 -1.825
H: 3.714 2.478 -3.195
C: 0.241 3.694 1.056
C: -4.366 -1.357 0.716
O: -0.546 -3.126 -2.000
H: 4.885 2.367 -1.868
H: 0.508 0.091 1.507
S: -0.478 1.083 -1.937
C: 2.963 3.053 -1.261
H: 0.161 -1.210 4.917
C: 7.449 0.999 0.464
C: 3.842 2.224 -2.140
C: 0.204 0.057 2.554
H: 5.276 0.012 -2.749
C: -0.564 -1.233 2.897
C: -0.803 -1.240 4.409
H: -5.693 0.743 3.240
H: -3.122 -1.331 3.849
C: 1.187 1.513 -1.784
C: -3.164 -1.305 0.063
C: -1.933 -1.262 0.712
C: -3.114 -1.320 2.770
H: 1.593 6.297 -0.651
H: 7.423 1.014 2.605
H: -5.524 -3.588 3.193
C: 0.318 4.209 2.339
C: 0.609 3.878 -1.416
C: 5.449 0.196 -0.608
H: -0.395 3.540 -1.648
H: -0.192 2.711 0.890
C: -1.061 -4.049 -6.693
C: -0.718 -1.825 -5.922
H: 0.567 -2.510 1.502
H: -6.913 -2.343 1.410
O: -0.897 -5.240 -2.604
H: 3.117 4.114 -1.441
N: 1.549 2.733 -1.554
H: -0.268 -3.389 2.786
S: 1.802 -1.199 -1.919
H: 3.864 -0.427 0.713
N: 3.506 0.802 -1.956
Os: -0.501 -1.190 -1.767
H: -0.408 0.937 2.771
C: 0.280 -2.475 2.551
H: -0.953 -2.314 -7.988
C: 5.575 0.284 1.794
C: 6.867 0.791 1.704
H: 0.900 4.616 -2.163
C: -5.703 -0.175 3.832
C: -0.766 -4.094 -2.913
C: 1.243 5.705 0.188

Löwdin atomic charge list, values in e, 8 entries: 0.10 -0.32 0.14 0.13 0.10 0.11 -0.06 0.09

=====

Record 3
Below is a cluster of 3 separate species, C13H28N3O6S in total, with properties calculated with ωB97M-V/def2-TZVPD.

As for the lowest unoccupied orbital energy: -3.05 eV. The net charge is +1. The calculation puts the HOMO energy at -12.37 eV. As for the electronic energy: -41519.9440 eV. As for the HOMO-LUMO gap: 9.32 eV.

Geometry (Å):
O: 4.581 -0.256 -1.543
H: -4.254 0.001 4.790
H: -1.174 0.631 -3.154
H: 7.014 -1.398 -1.567
C: -1.946 0.121 3.478
H: -3.128 0.375 0.645
H: -4.684 2.218 5.869
N: -2.294 -1.098 -2.784
H: 1.027 1.168 -1.065
O: -1.193 -0.036 2.550
C: -2.027 0.761 -1.170
H: -3.749 3.023 4.601
H: 4.881 -1.805 -2.777
C: 1.002 0.137 -0.723
C: -1.401 -0.019 -2.313
C: -2.613 -0.182 -0.130
N: -3.610 -1.071 -0.787
C: 6.775 -0.830 -2.465
S: 0.154 -0.885 -1.863
O: 3.693 1.404 -0.440
H: -1.005 0.428 5.344
O: 0.907 -0.988 -3.083
H: -1.863 -0.801 0.351
H: -3.687 -3.480 -1.145
C: 4.401 1.064 -1.354
H: 0.569 0.046 0.271
H: 6.048 2.331 -1.742
H: 2.021 -0.249 -0.714
C: 5.113 2.058 -2.233
O: -0.287 -2.099 -1.214
H: 4.495 2.949 -2.300
O: -3.092 0.791 3.248
H: 7.190 0.172 -2.354
C: -1.606 -0.347 4.868
H: -0.996 -1.241 4.780
H: -3.087 -3.575 -2.775
H: -2.943 1.956 5.753
C: 5.279 -0.797 -2.681
H: -1.322 1.468 -0.743
H: 7.260 -1.306 -3.317
C: -3.854 2.102 5.173
H: -5.028 1.105 3.671
H: 5.338 1.697 -3.231
H: -2.838 1.363 -1.589
C: -4.121 0.936 4.248
H: 5.002 -0.254 -3.585
H: -2.464 -0.557 5.499
C: -3.041 -1.745 -1.868
N: -3.284 -3.029 -1.950
H: -4.381 -0.498 -1.121
H: -1.778 -1.759 -3.363

natural (NBO) atomic charge list, values in e, 8 entries: -0.51 0.18 0.26 0.22 0.81 0.25 0.23 -0.56

=====

Record 4
Below is an isolated molecule of C5H11NO2 at a distorted geometry, with properties calculated with ωB97M-V/def2-TZVPD.

As for the lowest unoccupied orbital energy: 0.77 eV. Its SMILES is C[C@H](C(=O)O)N(C)C. For the energy above the lowest of the compared OMol25 structures with the same formula, charge and spin, the calculation gives 41.4 kcal/mol. The calculation puts the HOMO energy at -8.37 eV. As for the electronic energy: -10947.4700 eV. As for the HOMO-LUMO gap: 9.14 eV.

Geometry (Å):
H: -1.803 -1.444 -1.247
H: 2.936 0.387 -0.027
N: 0.748 0.314 0.200
C: -1.310 -0.391 1.317
C: 2.009 -0.178 -0.417
H: 0.083 -1.625 0.309
H: -2.080 -1.754 2.589
C: -1.143 -0.507 -1.215
H: 0.942 2.014 -1.004
O: -1.573 -1.641 1.777
H: -1.749 0.473 -1.358
H: 2.032 -1.269 -0.126
H: 1.323 2.209 0.770
O: -1.961 0.551 1.728
C: -0.354 -0.554 0.104
C: 0.635 1.762 0.021
H: -0.396 2.147 0.188
H: 2.091 -0.062 -1.471
H: -0.429 -0.432 -2.138

natural (NBO) atomic charge list, values in e, 8 entries: 0.23 0.20 -0.46 0.80 -0.40 0.23 0.50 -0.65

=====

Record 5
Below is an isolated molecule of C4H7I2N at a distorted geometry, with properties calculated with ωB97M-V/def2-TZVPD.

As for the lowest unoccupied orbital energy: -0.57 eV. Its SMILES is [H]/N=C/[C@](C)(I)CI. For the energy above the lowest of the compared OMol25 structures with the same formula, charge and spin, the calculation gives 0.0 kcal/mol. The calculation puts the HOMO energy at -9.45 eV. As for the electronic energy: -21951.6007 eV. As for the HOMO-LUMO gap: 8.88 eV.

Geometry (Å):
H: -0.192 -1.935 -2.321
C: 1.097 0.632 1.023
C: 0.392 -0.486 -1.101
H: -2.103 0.258 -0.348
H: 2.149 0.871 0.848
H: 1.313 -0.352 -1.605
C: 0.064 0.449 -0.021
N: -0.437 -1.351 -1.508
I: 0.017 2.446 -1.035
H: 0.800 1.038 1.978
C: -1.298 0.164 0.476
I: 1.554 -1.560 1.601
H: -1.757 0.786 1.244
H: -1.599 -0.962 0.769

natural (NBO) atomic charge list, values in e, 8 entries: 0.36 -0.42 0.08 0.25 0.25 0.17 -0.17 -0.61

=====

Record 6
Below is a cluster of 11 separate species, C39H97N3O11 in total at a distorted geometry, with properties calculated with ωB97M-V/def2-TZVPD.

As for the lowest unoccupied orbital energy: 0.38 eV. Its SMILES is CC1(C)CCCC(C)(C)N1O.CC1(C)CCCC(C)(C)N1O.CC1(C)CCCC(C)(C)N1O.CCO.CCO.CCO.CCO.CO.CO.CO.CO. For the energy above the lowest of the compared OMol25 structures with the same formula, charge and spin, the calculation gives 0.0 kcal/mol. The calculation puts the HOMO energy at -8.12 eV. As for the electronic energy: -69001.0091 eV. As for the HOMO-LUMO gap: 8.51 eV.

Geometry (Å):
H: -2.056 -5.271 -2.151
H: -3.884 -2.301 -4.795
H: -5.081 -3.276 2.957
H: -4.100 -1.449 -2.319
C: 0.722 0.216 -1.849
H: -5.213 -5.137 1.503
H: 4.888 4.865 -1.940
H: -3.225 -4.012 -1.799
H: 2.948 -2.283 0.227
H: -1.162 2.524 1.526
C: 1.314 -2.460 1.330
H: -1.153 1.617 -3.362
C: 5.933 4.090 1.387
O: -2.599 -3.947 -3.730
H: -5.650 3.770 1.371
H: 9.341 4.365 -1.128
H: -3.343 -4.107 0.804
H: -0.293 3.340 -0.908
C: 1.609 1.780 -5.551
O: 1.100 2.919 3.126
H: 6.624 5.069 -0.420
N: 6.714 2.191 -0.721
H: 1.960 3.075 -3.960
H: -6.319 -1.088 -4.412
H: 5.315 4.961 1.617
H: -2.520 2.940 -1.977
H: 8.980 1.550 0.563
C: 2.417 2.503 3.458
H: 7.763 5.056 0.876
H: -4.368 -6.326 0.570
H: 1.510 -3.532 1.399
H: -3.472 0.185 -0.944
O: -6.265 3.000 3.097
C: -4.039 -2.967 3.055
H: 3.026 3.901 -1.818
H: 4.430 6.229 -1.012
H: 4.168 1.829 -1.560
H: -1.414 -2.838 2.175
C: 4.065 5.567 -1.797
H: -3.925 -2.356 3.949
H: -6.433 3.881 3.437
H: 6.230 3.734 2.377
H: 6.595 1.178 1.982
O: 7.299 1.167 -1.475
H: -4.034 -8.255 4.818
H: -2.184 -0.057 2.358
C: -5.018 -0.988 -2.689
H: -5.779 -2.664 -3.852
O: -3.810 3.082 -6.840
H: -3.394 1.842 -2.803
H: 0.398 -2.305 0.742
C: -0.303 1.237 -1.333
O: 0.088 0.533 0.948
H: 0.368 -0.387 0.867
H: -3.878 -2.271 2.229
H: -6.191 -5.270 4.009
H: 0.822 1.304 -4.967
C: -4.290 -6.802 2.625
H: 0.357 -0.780 -2.123
O: 2.923 4.768 -1.415
C: 8.552 3.654 -1.368
O: 3.402 1.574 -3.971
C: -5.463 -1.627 -3.998
H: 0.648 2.287 2.561
C: -2.674 1.854 -1.978
H: -1.083 -3.527 -0.776
H: 1.132 -2.022 2.314
C: -1.390 1.127 -2.412
H: -3.447 -7.472 2.435
O: -4.428 -1.525 -4.970
H: 9.075 2.890 -1.950
C: -1.226 -3.306 -1.836
H: 4.730 0.202 -1.105
H: 2.088 1.022 -6.175
C: -2.596 -0.139 1.352
O: -3.274 -4.402 5.306
C: -6.410 3.038 1.671
C: -3.126 -4.816 1.612
H: 1.969 2.748 5.557
H: -1.499 -2.249 -1.888
H: -0.907 -4.207 3.118
H: -2.751 2.217 2.241
H: 9.600 3.113 1.014
C: -4.316 -5.761 1.503
C: -2.217 2.348 1.301
C: 7.025 4.431 0.369
H: 1.196 2.540 -0.543
C: 7.674 3.173 -0.227
H: -2.792 2.713 -5.097
H: -2.464 -7.538 4.730
H: 1.529 -0.053 -1.159
H: -5.377 -5.484 5.632
H: 7.887 4.075 -2.133
C: 2.594 2.508 -4.655
H: 3.837 6.165 -2.677
H: -4.211 1.805 -5.277
H: -2.446 -4.584 5.765
H: 3.192 3.179 -5.278
H: -5.180 -7.429 2.572
C: -3.372 2.190 -5.869
H: -4.963 0.092 -2.788
H: -2.448 -1.091 0.845
C: 4.455 1.189 -0.727
N: -0.839 0.703 -0.077
H: -1.611 0.094 -2.680
C: -2.304 -4.227 -2.357
C: 5.968 0.753 1.202
H: 1.152 2.451 -6.283
C: 5.594 1.763 0.103
H: 4.242 2.037 -3.885
C: -5.522 -5.870 4.626
C: -2.996 -4.084 2.982
H: -3.673 -0.051 1.540
H: 4.542 2.559 1.779
C: -2.179 1.041 0.472
H: 2.593 1.651 2.795
C: 8.675 2.569 0.826
H: -7.386 3.450 1.411
C: 4.991 2.987 0.884
H: -2.896 1.249 -6.166
H: -3.085 -4.727 -4.020
C: 0.392 2.569 -1.280
H: 3.553 1.088 -0.120
H: 6.380 -0.138 0.718
H: -3.087 3.636 -7.140
H: 0.657 2.910 -2.278
C: 2.437 2.005 4.913
H: -6.159 2.077 1.235
C: -4.111 -6.198 4.026
H: -3.693 -7.093 5.958
H: 1.856 1.083 4.947
H: 4.149 3.401 0.326
C: -3.513 -7.293 4.896
C: -3.173 1.213 -0.704
H: 3.147 3.297 3.312
H: 7.896 0.711 -0.856
H: -5.722 -1.237 -1.887
H: -1.573 -2.810 3.996
H: -6.095 -6.799 4.708
N: -3.188 -5.059 4.072
H: -2.165 -5.228 1.290
H: 1.194 0.578 -2.764
H: -4.152 1.613 -0.421
C: -1.644 -3.395 3.081
H: 5.069 0.414 1.722
H: 3.443 1.777 5.267
H: -2.579 3.228 0.774
H: -0.275 -3.394 -2.363
O: 2.429 -1.754 0.837
H: 8.220 2.418 1.808

Löwdin atomic charge list, values in e, 8 entries: 0.12 0.05 0.08 0.06 -0.03 0.11 0.06 0.10

=====

Record 7
Below is a cluster of 5 separate species, C15H18Cl4N2O4 in total at a distorted geometry, with properties calculated with ωB97M-V/def2-TZVPD.

As for the lowest unoccupied orbital energy (alpha / beta): 2.37 / 2.37 eV. Its multiplicity is 2. For the energy above the lowest of the compared OMol25 structures with the same formula, charge and spin, the calculation gives 0.0 kcal/mol. The net charge is -1. The calculation puts the HOMO energy (alpha / beta) at -0.95 / -6.90 eV. As for the electronic energy: -77100.3032 eV. As for the HOMO-LUMO gap (alpha / beta): 3.31 / 9.27 eV.

Geometry (Å):
H: -0.594 -3.534 4.424
O: 3.139 -2.473 -4.980
O: -2.718 2.377 5.426
C: 4.379 3.159 -4.806
H: -2.801 -1.466 1.411
H: 1.817 -0.626 -3.481
C: -0.096 0.145 -0.005
H: -4.821 -3.314 4.643
O: 4.513 -1.332 -3.706
H: -4.987 -2.101 2.500
H: -2.746 -0.075 5.001
C: 2.954 3.831 -2.994
C: -1.487 -3.113 3.985
H: 2.882 4.251 -2.002
H: 5.029 4.480 -3.323
C: -3.915 -3.023 4.132
C: -2.781 -2.071 2.305
Cl: -1.511 -0.269 -0.908
C: -2.691 -3.443 4.656
O: -4.858 2.011 5.313
H: 1.566 -2.304 -3.151
C: 2.310 -1.511 -3.080
H: -2.626 -3.961 5.602
H: 3.574 1.627 -6.152
C: 1.977 2.972 -3.462
H: 5.331 3.172 -5.316
Cl: 0.934 1.302 -0.917
H: 1.002 2.805 -3.031
Cl: 0.781 -1.442 0.155
C: -1.569 -2.389 2.799
H: -4.267 0.050 4.103
C: -3.309 0.534 4.293
H: -2.727 0.852 3.429
Cl: -0.541 0.774 1.569
N: 3.389 -1.801 -3.977
H: 1.447 1.472 -4.943
C: 2.169 2.205 -4.614
C: -4.018 -2.239 2.957
C: 3.387 2.299 -5.328
C: 4.165 3.909 -3.629
H: -0.703 -2.206 2.180
H: 2.696 -1.316 -2.079
N: -3.675 1.780 5.001

natural (NBO) atomic charge list, values in e, 8 entries: 0.21 -0.40 -0.37 -0.22 0.23 0.25 -0.32 0.20